(1)
{
  "formula": "C39H42Br4IrO3P2Si",
  "method": "wB97M-V/def2-TZVPD",
  "symbols": ["Ir", "C", "P", "C", "C", "C", "C", "C", "C", "C", "P", "C", "C", "H", "H", "H", "H", "H", "H", "H", "H", "H", "H", "H", "H", "H", "H", "H", "H", "Br", "C", "C", "Br", "C", "Br", "C", "O", "C", "O", "C", "Br", "C", "C", "C", "C", "C", "C", "C", "H", "H", "H", "H", "H", "H", "H", "C", "C", "C", "C", "Si", "O", "C", "C", "C", "C", "C", "C", "C", "C", "C", "C", "C", "C", "H", "H", "H", "H", "H", "H", "H", "H", "H", "H", "H", "H", "H", "H", "H", "H", "H", "H", "H"],
  "xyz": [[-0.4617, -0.6919, 0.7383], [-0.6566, 2.9518, 0.2818], [-1.4665, 1.4714, 0.9520], [-2.0107, 2.0361, 2.5968], [-3.0488, 1.3778, 0.0250], [-3.6939, 2.5319, -0.4133], [-4.8708, 2.4562, -1.1401], [-5.4278, 1.2180, -1.4279], [-4.7990, 0.0653, -0.9888], [-3.6082, 0.1328, -0.2703], [-2.7372, -1.3794, 0.2616], [-3.0101, -2.5655, -1.0983], [-3.8386, -2.0312, 1.5649], [-1.2386, 3.8530, 0.4655], [-0.4852, 2.8171, -0.7841], [0.3113, 3.0477, 0.7726], [-2.6678, 2.8991, 2.4997], [-1.1285, 2.2999, 3.1844], [-2.5293, 1.2269, 3.1110], [-3.2761, 3.5058, -0.1940], [-5.3522, 3.3618, -1.4846], [-6.3464, 1.1521, -1.9957], [-5.2413, -0.8967, -1.2152], [-4.0601, -2.8284, -1.2249], [-2.4407, -3.4657, -0.8635], [-2.6120, -2.1407, -2.0192], [-4.8692, -2.0668, 1.2129], [-3.7686, -1.4018, 2.4511], [-3.5064, -3.0360, 1.8298], [-0.4352, -4.9326, 6.5634], [-0.2239, -4.2764, 4.8119], [0.4405, -5.0687, 3.8329], [1.1138, -6.7623, 4.2961], [0.5875, -4.5929, 2.5512], [1.4092, -5.6106, 1.1937], [0.1228, -3.3045, 2.1774], [0.2756, -2.8248, 1.0244], [-0.5687, -2.4999, 3.1751], [-1.0039, -1.3585, 2.8481], [-0.7201, -3.0374, 4.4763], [-1.6207, -1.9436, 5.7257], [1.6369, 0.2225, 1.7463], [1.4533, 0.9478, 2.9681], [1.1671, 0.2881, 4.1805], [0.9484, 0.9887, 5.3490], [1.0422, 2.3768, 5.3649], [1.3662, 3.0490, 4.1927], [1.5550, 2.3529, 3.0135], [1.8843, -0.8295, 1.8073], [1.9419, 0.7424, 0.8480], [1.1056, -0.7925, 4.1736], [0.7090, 0.4509, 6.2577], [0.8751, 2.9238, 6.2833], [1.4806, 4.1263, 4.2043], [1.8199, 2.8796, 2.1036], [1.9441, -0.6265, -5.0145], [0.9884, -1.0755, -3.9106], [1.2572, -2.5363, -3.5456], [-0.4580, -0.9209, -4.3838], [1.2537, -0.0205, -2.3155], [0.1041, -0.2987, -1.2549], [2.9760, -0.4698, -1.6635], [4.1780, 0.0970, -2.0941], [5.3721, -0.1664, -1.4373], [5.3940, -1.0229, -0.3457], [4.2225, -1.6478, 0.0564], [3.0331, -1.3770, -0.6026], [1.0949, 1.8386, -2.7196], [-0.1654, 2.3272, -3.0788], [-0.4009, 3.6863, -3.2338], [0.6253, 4.5959, -3.0187], [1.8807, 4.1350, -2.6531], [2.1093, 2.7714, -2.5034], [1.7581, -1.2042, -5.9268], [2.9848, -0.7862, -4.7239], [1.8083, 0.4314, -5.2521], [1.0695, -3.1833, -4.4100], [0.6099, -2.8620, -2.7272], [2.2932, -2.6802, -3.2340], [-0.6656, -1.6192, -5.2029], [-0.6453, 0.0895, -4.7515], [-1.1568, -1.1290, -3.5702], [4.1916, 0.7548, -2.9559], [6.2885, 0.3068, -1.7684], [6.3222, -1.2085, 0.1794], [4.2391, -2.3420, 0.8882], [2.1200, -1.8689, -0.2854], [-0.9833, 1.6294, -3.2165], [-1.3888, 4.0322, -3.5148], [0.4437, 5.6581, -3.1248], [2.6870, 4.8373, -2.4801], [3.0934, 2.4398, -2.2008]],
  "lowdin_spin": [0.005, -0.001, -0.002, 0.000, 0.000, 0.000, 0.000, 0.000, 0.000, 0.000, 0.005, 0.001, 0.000, 0.000, 0.000, 0.000, 0.000, 0.000, 0.000, 0.000, 0.000, 0.000, 0.000, 0.000, 0.000, 0.000, 0.000, 0.000, 0.000, 0.026, 0.097, 0.075, 0.019, 0.038, 0.005, 0.114, 0.228, 0.120, 0.210, 0.022, 0.000, 0.025, 0.002, 0.004, 0.000, 0.005, 0.000, 0.004, 0.000, 0.001, 0.001, 0.000, 0.000, 0.000, 0.000, 0.000, 0.000, 0.000, 0.000, 0.000, -0.001, 0.000, 0.000, 0.000, 0.000, 0.000, 0.000, 0.000, 0.000, 0.000, 0.000, 0.000, 0.000, 0.000, 0.000, 0.000, 0.000, 0.000, 0.000, 0.000, 0.000, 0.000, 0.000, 0.000, 0.000, 0.000, 0.000, 0.000, 0.000, 0.000, 0.000, 0.000],
  "spin_multiplicity": 2,
  "homo_lumo_gap_ev": [7.00, 4.73],
  "relative_energy_ev": 1.524,
  "s_squared": 0.769,
  "total_energy_ha": -13109.7350,
  "total_charge": 0
}

(2)
{
  "formula": "C29H91N17O15",
  "method": "wB97M-V/def2-TZVPD",
  "symbols": ["C", "C", "O", "H", "H", "H", "H", "H", "H", "C", "C", "O", "H", "H", "H", "H", "H", "H", "C", "C", "O", "H", "H", "H", "H", "H", "H", "C", "C", "O", "H", "H", "H", "H", "H", "H", "C", "C", "O", "H", "H", "H", "H", "H", "H", "C", "O", "N", "N", "H", "H", "H", "H", "C", "O", "N", "N", "H", "H", "H", "H", "C", "O", "N", "N", "H", "H", "H", "H", "C", "O", "N", "N", "H", "H", "H", "H", "C", "O", "N", "N", "H", "H", "H", "H", "C", "O", "N", "N", "H", "H", "H", "H", "C", "O", "N", "N", "H", "H", "H", "H", "C", "C", "C", "O", "C", "N", "H", "H", "H", "H", "H", "H", "H", "H", "H", "H", "H", "C", "C", "C", "O", "C", "N", "H", "H", "H", "H", "H", "H", "H", "H", "H", "H", "H", "C", "C", "C", "O", "C", "N", "H", "H", "H", "H", "H", "H", "H", "H", "H", "H", "H"],
  "xyz": [[-15.1055, 30.7251, 0.2054], [-15.9219, 31.2705, 1.2926], [-16.0368, 32.6784, 1.2908], [-15.0247, 29.6446, 0.3240], [-14.0575, 30.9864, 0.3521], [-15.4272, 31.0808, -0.7734], [-15.4277, 31.0996, 2.2490], [-16.8922, 30.7816, 1.3791], [-16.3404, 33.0500, 0.4594], [-12.3386, 27.3322, -8.6692], [-11.0849, 27.9437, -7.9417], [-11.4860, 28.7302, -6.8281], [-12.5466, 26.3546, -8.2344], [-12.0928, 27.1539, -9.7161], [-13.2261, 27.9645, -8.6958], [-10.7068, 28.7596, -8.5578], [-10.3336, 27.2279, -7.6082], [-10.7408, 29.0441, -6.3107], [-9.5853, 27.6649, -1.5452], [-10.7958, 26.8764, -1.0458], [-10.7062, 26.9134, 0.3917], [-9.4804, 27.7928, -2.6226], [-8.6432, 27.2118, -1.2366], [-9.5536, 28.6511, -1.0819], [-10.7442, 25.8516, -1.4134], [-11.6860, 27.3779, -1.4256], [-10.8767, 27.7802, 0.7674], [-13.2373, 30.0995, -2.6098], [-12.0834, 29.6591, -3.5509], [-10.9904, 30.5284, -3.4097], [-12.7066, 30.4329, -1.7181], [-13.8282, 29.2009, -2.4325], [-13.8199, 30.9595, -2.9399], [-12.4195, 29.7500, -4.5838], [-11.9033, 28.5989, -3.3730], [-10.3410, 30.2404, -4.0554], [-14.2064, 26.5413, -0.0794], [-14.0253, 25.4040, -1.0531], [-14.2328, 25.9122, -2.3677], [-15.2484, 26.8586, -0.1201], [-13.5937, 27.3894, -0.3850], [-13.9803, 26.1078, 0.8948], [-14.6675, 24.5632, -0.7909], [-13.0486, 24.9307, -0.9524], [-15.1786, 25.9659, -2.5233], [-16.6076, 31.3909, -5.9040], [-15.7324, 31.1197, -5.1163], [-17.7493, 31.8955, -5.5060], [-16.4717, 31.2250, -7.1760], [-17.7797, 32.1340, -4.5250], [-18.3876, 32.3567, -6.1384], [-15.6359, 30.8527, -7.6036], [-17.1710, 31.6328, -7.7800], [-7.8778, 32.1541, -1.4932], [-8.7298, 32.6357, -0.8539], [-8.0575, 31.1776, -2.3270], [-6.5871, 32.4349, -1.3887], [-8.9923, 30.8148, -2.4486], [-7.3666, 30.9007, -3.0097], [-6.3236, 33.2014, -0.7860], [-5.9267, 31.7248, -1.6710], [-11.3910, 30.4378, 1.8226], [-11.5176, 29.7065, 0.8566], [-12.4230, 30.9263, 2.4202], [-10.2445, 30.6991, 2.4091], [-13.3122, 30.7732, 1.9664], [-12.2869, 31.8022, 2.9043], [-10.1994, 31.4174, 3.1176], [-9.3709, 30.2534, 2.1676], [-11.5910, 25.5511, -4.8648], [-10.7479, 25.2135, -5.6597], [-11.7871, 25.0343, -3.6558], [-12.3774, 26.6166, -5.0897], [-12.5243, 25.3819, -3.0592], [-11.0112, 24.4250, -3.4396], [-12.2474, 27.3458, -5.7763], [-13.0601, 26.6554, -4.3464], [-17.3470, 33.6460, -2.7814], [-18.2610, 32.8564, -2.9497], [-16.0749, 33.3391, -2.7003], [-17.5335, 34.8897, -2.6170], [-15.3785, 34.0589, -2.5695], [-15.7440, 32.3867, -2.7606], [-16.7198, 35.4876, -2.5903], [-18.4100, 35.2096, -3.0036], [-8.3078, 28.4957, -5.1004], [-9.2438, 29.2875, -4.9346], [-8.4748, 27.2463, -5.3991], [-7.0579, 28.6868, -4.8549], [-7.8374, 26.5036, -5.1498], [-9.4410, 27.0009, -5.5610], [-6.5083, 27.8714, -5.0855], [-6.6726, 29.6006, -4.6634], [-12.2322, 33.4278, -0.7484], [-13.3386, 33.7146, -1.0783], [-11.6400, 33.9025, 0.3582], [-11.4205, 32.5805, -1.3400], [-10.7603, 33.5138, 0.6666], [-12.2516, 34.3269, 1.0408], [-10.5169, 32.3904, -0.9307], [-11.7861, 32.1151, -2.1584], [-11.1755, 32.9531, -6.9430], [-12.4856, 32.7255, -6.2872], [-13.3802, 34.0063, -6.2584], [-12.9214, 35.1032, -5.4416], [-13.0488, 34.9675, -4.0110], [-13.0785, 31.6686, -7.0088], [-10.5271, 33.6526, -6.4154], [-11.3282, 33.3989, -7.9259], [-10.6158, 32.0434, -7.1606], [-12.4425, 32.3066, -5.2819], [-14.3278, 33.6712, -5.8367], [-13.5776, 34.2684, -7.2979], [-12.4954, 34.1157, -3.6157], [-14.0947, 35.0046, -3.7062], [-12.6056, 35.8687, -3.5874], [-13.9171, 31.5275, -6.4639], [-12.5499, 30.8111, -6.9360], [-9.4896, 35.7595, -2.9393], [-9.4999, 35.0958, -4.3151], [-8.2790, 35.5791, -5.1015], [-8.5089, 36.9182, -5.5632], [-7.5376, 37.3115, -6.4715], [-9.3744, 33.6484, -4.0829], [-10.3806, 35.4835, -2.3753], [-9.4452, 36.8450, -2.8511], [-8.5744, 35.6105, -2.3663], [-10.4383, 35.4530, -4.7392], [-8.1813, 34.8670, -5.9209], [-7.4336, 35.3436, -4.4550], [-6.5075, 37.2623, -6.1186], [-7.7716, 38.3116, -6.8363], [-7.4449, 36.6034, -7.2950], [-8.5578, 33.4132, -3.5371], [-10.2555, 33.2326, -3.8167], [-16.0392, 26.0319, -9.4071], [-17.0783, 27.0566, -8.7702], [-16.4400, 27.8504, -7.6513], [-15.9944, 27.0588, -6.6054], [-15.5319, 27.8732, -5.5323], [-17.8720, 27.8228, -9.8008], [-15.7419, 25.4279, -8.5499], [-15.1619, 26.4711, -9.8819], [-16.5943, 25.4240, -10.1215], [-17.7909, 26.4131, -8.2542], [-17.1446, 28.6005, -7.2922], [-15.5812, 28.3769, -8.0678], [-15.0975, 27.2523, -4.7489], [-16.3038, 28.4857, -5.0663], [-14.7246, 28.5602, -5.7864], [-17.1617, 28.0803, -10.4711], [-18.1920, 28.6971, -9.4091]],
  "lowdin_charge": [-0.090, -0.340, -0.064, 0.082, 0.046, 0.077, 0.104, 0.114, 0.074, -0.053, -0.258, -0.149, 0.069, 0.068, 0.059, 0.109, 0.097, 0.044, -0.076, -0.291, -0.093, 0.051, 0.073, 0.063, 0.092, 0.083, 0.032, -0.051, -0.296, -0.109, 0.050, 0.073, 0.061, 0.092, 0.085, 0.014, -0.077, -0.308, -0.106, 0.076, 0.058, 0.088, 0.116, 0.105, 0.099, -0.796, 0.012, 0.191, 0.185, 0.049, 0.113, 0.104, 0.116, -0.813, 0.073, 0.201, 0.169, 0.090, 0.098, 0.117, 0.107, -0.766, 0.031, 0.194, 0.182, 0.079, 0.118, 0.109, 0.123, -0.726, 0.016, 0.176, 0.197, 0.051, 0.120, 0.065, 0.064, -0.793, 0.014, 0.205, 0.183, 0.068, 0.094, 0.119, 0.131, -0.719, 0.008, 0.199, 0.189, 0.132, 0.078, 0.122, 0.119, -0.767, 0.043, 0.162, 0.194, 0.086, 0.106, 0.056, 0.066, -0.057, -0.476, -0.142, -0.185, -0.081, 0.052, 0.054, 0.085, 0.077, 0.123, 0.106, 0.125, 0.067, 0.061, 0.090, 0.029, 0.049, -0.074, -0.411, -0.202, -0.151, -0.145, 0.074, 0.063, 0.073, 0.070, 0.123, 0.113, 0.122, 0.081, 0.092, 0.080, 0.049, 0.051, -0.039, -0.389, -0.272, -0.153, -0.091, 0.045, 0.071, 0.061, 0.070, 0.126, 0.111, 0.110, 0.062, 0.088, 0.079, 0.054, 0.049],
  "homo_lumo_gap_ev": 8.42,
  "relative_energy_ev": 0.000,
  "total_energy_ha": -3219.0582,
  "total_charge": 0
}

(3)
{
  "formula": "Cl2FH2P2",
  "method": "wB97M-V/def2-TZVPD",
  "symbols": ["F", "P", "P", "Cl", "Cl", "H", "H"],
  "xyz": [[0.8758, -0.1124, -1.7267], [-1.5258, 0.7311, -0.2219], [0.5903, -0.1825, -0.0395], [2.0041, 1.0436, 0.5729], [1.1307, -1.9887, 0.2959], [-1.1752, 1.1633, 1.1330], [-1.8998, -0.6543, -0.0138]],
  "nbo_charge": [-0.545, 0.347, 1.240, -0.072, -0.031, 0.029, 0.033],
  "homo_lumo_gap_ev": 9.96,
  "relative_energy_ev": 0.537,
  "total_energy_ha": -1703.8981,
  "total_charge": 1
}